18
Properties=species:S:1:pos:R:3:lowdin_charge:R:1 method="wB97M-V/def2-TZVPD" total_energy_ev=-6411.614 charge=0 homo_lumo_gap_ev=6.97 e_above_lowest_ev=5.326 lumo_ev=-0.274
C 0.1519 0.5106 0.3094 -0.171
C -0.9220 1.0622 -0.5576 -0.301
C -2.1765 1.5459 0.2200 -0.103
C 1.8094 -1.1055 1.0776 -0.098
C 0.3497 -1.6749 -0.8696 0.059
C 0.6725 -0.7628 0.1722 -0.507
H -2.8778 1.8825 -0.5637 0.072
H -2.4657 0.6575 0.7499 0.062
H 1.6434 -0.8413 2.1296 0.082
H -1.2508 0.2936 -1.2843 0.085
H 2.3333 -2.0516 0.9920 0.070
H -0.5731 1.8865 -1.2116 0.109
H 0.5545 1.1552 1.0880 0.109
H 1.4943 -0.3891 -1.4709 0.263
H 1.0446 -2.4105 -1.2375 0.039
H -0.6464 -1.7204 -1.3541 0.073
H -1.8149 2.3735 0.8506 0.073
H 2.6737 -0.4116 0.9600 0.084

***

26
Properties=species:S:1:pos:R:3:lowdin_charge:R:1 method="wB97M-V/def2-TZVPD" total_energy_ev=-10627.169 charge=0 homo_lumo_gap_ev=9.72 smiles=Cc1ccccc1.CCC e_above_lowest_ev=2.575 lumo_ev=1.019
C -0.6338 2.6014 -0.2462 -0.102
C -1.1466 -1.8202 -1.0010 -0.104
C -0.4369 -0.1873 2.2379 -0.084
C -0.2614 1.0932 1.5536 -0.273
C 1.3731 2.9824 1.0935 -0.083
C 0.9811 -2.2835 -2.1944 -0.158
C -1.0241 1.4136 0.4418 -0.069
C 0.0428 -2.7786 -1.1587 -0.324
C 0.5265 3.3084 -0.0044 -0.103
C 0.9051 1.9960 1.9408 -0.022
H -1.3093 2.9478 -1.0276 0.098
H -0.1813 0.0498 3.3055 0.094
H -1.6271 -1.6501 -1.8963 0.049
H 1.7741 -2.9944 -2.0530 0.060
H 0.5581 4.0457 -0.7453 0.076
H -0.8693 -0.7588 -0.7577 0.055
H 0.7201 -2.3454 -3.3787 0.120
H 0.2574 -0.9434 1.7963 0.090
H -0.1998 -3.8468 -1.2687 0.110
H 1.3414 1.8182 2.8822 0.078
H 1.0449 -1.2318 -2.2915 0.049
H 2.2862 3.5910 1.3139 0.114
H -1.4343 -0.6377 2.0479 0.087
H -1.6445 0.6858 -0.1093 0.094
H 0.6569 -2.8004 -0.2351 0.101
H -1.6994 -2.2549 -0.2455 0.046

***

19
Properties=species:S:1:pos:R:3:lowdin_charge:R:1 method="wB97M-V/def2-TZVPD" total_energy_ev=-37971.065 charge=0 homo_lumo_gap_ev=8.50 smiles="C1=C[C@]23C=CS[C@]2(C=CS3)[SiH2]1" e_above_lowest_ev=0.900 lumo_ev=0.796
S 0.6750 -2.1030 -0.3647 0.885
S -2.1292 0.7373 0.0114 0.975
Si 1.9265 0.6778 -0.6388 0.728
C -0.7771 -1.0034 1.5041 -0.192
C -0.7134 -0.1886 -1.9215 -0.187
C -1.9147 0.3461 -1.6525 -0.388
C -0.2812 -2.1596 1.1104 -0.377
C 0.2216 -0.3273 -0.7318 -0.722
C 1.3514 1.7691 0.8072 -0.176
C -0.4821 0.0826 0.5253 -0.733
C 0.2205 1.2399 1.2913 -0.166
H 2.1680 0.9905 -2.1058 -0.032
H -1.3773 -0.9614 2.3031 0.072
H -0.2077 -0.4929 -2.8003 0.089
H -0.4466 -3.0711 1.6022 0.058
H 2.8812 -0.3043 -0.0736 -0.042
H 1.9124 2.5497 1.2197 0.029
H -2.6272 0.6185 -2.3119 0.030
H -0.4002 1.6003 2.2260 0.150

***

13
Properties=species:S:1:pos:R:3:lowdin_charge:R:1 method="wB97M-V/def2-TZVPD" total_energy_ev=-19070.357 charge=0 homo_lumo_gap_ev=9.00 e_above_lowest_ev=1.809 lumo_ev=0.360
S -0.8920 1.2649 -0.1904 0.917
O 0.3608 -0.9511 -0.6985 -0.042
N 2.4985 -0.5132 0.0332 0.130
N 0.6373 0.9275 0.6063 -0.247
C -1.5984 -1.2963 0.7028 -0.087
C 1.2360 -0.1761 -0.0204 -0.576
C -0.9960 -0.5371 -0.4778 -0.590
H -1.5055 -0.7922 -1.4142 0.121
H 3.0504 0.1082 0.5784 0.017
H 1.2590 1.7490 0.7678 0.117
H -2.6615 -1.1299 0.8294 0.076
H -1.1225 -1.0271 1.6240 0.068
H -1.4350 -2.3796 0.5443 0.095

***

27
Properties=species:S:1:pos:R:3:lowdin_charge:R:1 method="wB97M-V/def2-TZVPD" total_energy_ev=-17643.297 charge=+1 homo_lumo_gap_ev="5.97 / 5.97" smiles="C/C(=N/O/C=C1/C=CC=CC1)C(=[NH2+])O" e_above_lowest_ev=5.431 lumo_ev="-4.734 / -4.735"
O 2.7536 -0.5673 3.7142 0.168
O 0.7309 0.5811 -0.2571 0.001
N 1.6303 0.8456 0.5847 0.088
N 0.6447 -0.7061 2.7720 0.235
C -3.3945 -1.2547 -2.0183 -0.048
C -0.0506 -0.5095 -0.4328 -0.101
C -1.3245 0.6829 -2.2977 -0.111
C -2.6599 0.8763 -2.9192 -0.060
C 3.6389 1.2624 1.6994 0.001
C -2.1936 -1.4497 -1.3233 -0.031
C 2.3489 0.5152 1.5921 -0.237
C -3.6311 -0.0820 -2.7948 -0.103
C 1.9377 -0.3269 2.7009 -0.263
C -1.1153 -0.4449 -1.3047 -0.185
H -4.6105 0.1146 -3.1632 0.097
H 3.7707 1.6241 0.7380 0.076
H -0.8617 0.0067 -3.1901 0.215
H -2.7598 1.8788 -3.4538 0.142
H -4.3055 -1.9498 -1.7469 0.154
H 0.0621 -1.3996 0.2416 0.132
H 0.2377 -1.0461 3.6503 0.159
H -0.7698 1.5543 -2.0493 0.107
H 3.6880 -0.2428 3.5623 0.160
H 3.7305 2.0566 2.3787 0.085
H 4.4590 0.6292 2.0433 0.095
H 0.0484 -0.3649 1.9688 0.134
H -2.0047 -2.2835 -0.6951 0.091

***

12
Properties=species:S:1:pos:R:3:lowdin_charge:R:1 method="wB97M-V/def2-TZVPD" total_energy_ev=-9813.086 charge=0 homo_lumo_gap_ev=10.61 smiles="O=C[C@H]1CN=CO1" e_above_lowest_ev=1.228 lumo_ev=0.671
O -2.5360 0.7418 0.3731 0.071
O 0.2797 -1.0555 -0.8262 -0.025
N 1.7428 -0.0061 0.5533 0.073
C -0.3957 0.1657 -0.4926 -0.243
C 0.5643 0.8592 0.5142 -0.136
C -1.7585 -0.1360 0.0915 -0.197
C 1.4767 -0.9964 -0.1859 -0.217
H -0.5222 0.7561 -1.4061 0.159
H 2.1304 -1.8403 -0.3758 0.135
H 0.8366 1.8649 0.1842 0.119
H -1.9824 -1.2097 0.2633 0.138
H 0.1298 0.9385 1.5165 0.121

***

55
Properties=species:S:1:pos:R:3:lowdin_charge:R:1 method="wB97M-V/def2-TZVPD" total_energy_ev=-59305.752 charge=-1 homo_lumo_gap_ev=6.18 e_above_lowest_ev=0.159 lumo_ev=1.904
Pt 0.0381 0.8834 0.1550 0.666
S -0.0336 -0.1851 2.1770 0.588
S 0.4643 2.2342 -1.7340 0.737
O 2.1073 0.6050 0.0218 -0.293
O 4.1337 0.0418 0.7197 0.013
O -0.7319 6.7700 -3.0507 0.097
N -0.3934 4.6783 -2.2785 0.112
N -0.4399 3.9992 -0.0348 0.020
C -1.9854 0.8886 0.0766 -0.385
C -4.1692 1.7059 -0.7122 -0.124
C 3.4997 1.5792 4.4979 -0.111
C 1.4178 8.4634 0.1589 -0.078
C -4.0597 -0.3858 0.4180 -0.117
C -0.7939 5.6814 1.7314 -0.229
C 2.6328 0.7417 2.3865 -0.161
C -2.7903 1.8397 -0.5692 -0.162
C 0.7650 6.6055 -1.2183 -0.163
C 3.6664 1.2751 3.1576 -0.046
C -0.1904 6.0601 -2.2372 -0.420
C 2.9883 0.4193 0.9450 -0.629
C 2.7516 6.4596 0.1251 -0.061
C 1.8728 5.8870 -0.7834 -0.020
C 1.2374 0.7914 4.3482 -0.149
C -1.7060 6.8013 2.2141 -0.104
C -0.1835 3.7119 -1.3012 -0.821
C 0.5500 7.8997 -0.7628 -0.033
C 1.3867 0.5029 2.9835 -0.591
C -2.6858 -0.2330 0.5614 -0.188
C 2.5179 7.7406 0.6049 -0.082
C -1.3693 4.9941 0.5027 -0.167
C 2.2728 1.3209 5.0984 -0.118
C -4.8209 0.5878 -0.2175 -0.134
H 3.6133 5.8987 0.4614 0.111
H -1.3193 7.2597 3.1249 0.070
H -2.1458 -1.0215 1.0701 0.028
H -0.6797 4.3204 -3.1769 0.143
H 1.2404 9.4659 0.5263 0.102
H -1.6075 5.7299 -0.2627 0.115
H -1.7932 7.5846 1.4560 0.067
H -2.3022 4.4840 0.7581 0.126
H 4.3182 1.9994 5.0706 0.087
H -2.3461 2.7178 -1.0076 0.049
H 0.2741 0.6015 4.8072 0.084
H -0.2679 3.1778 0.5593 0.086
H -2.7112 6.4290 2.4280 0.074
H 4.6222 1.4199 2.6696 0.109
H 2.1181 1.5392 6.1494 0.090
H 0.1963 6.0741 1.4908 0.089
H -4.5373 -1.2780 0.8090 0.091
H -0.3045 8.4492 -1.1386 0.121
H -0.6587 4.9376 2.5214 0.120
H 3.1973 8.1789 1.3248 0.103
H 2.0624 4.8866 -1.1545 0.115
H -4.7298 2.4815 -1.2256 0.089
H -5.8916 0.4705 -0.3335 0.085

***

22
Properties=species:S:1:pos:R:3:lowdin_charge:R:1 method="wB97M-V/def2-TZVPD" total_energy_ev=-20999.895 charge=-2 homo_lumo_gap_ev=4.09 e_above_lowest_ev=3.504 lumo_ev=4.297
Na -0.0091 -0.3552 -0.0092 0.298
O 2.1430 -0.2344 -0.2532 -0.102
O -1.7438 0.6370 0.0502 -0.253
O -1.7228 -0.1347 -2.0541 -0.143
O -0.7408 -0.7657 1.9537 -0.061
O -0.7519 1.6591 1.6538 -0.156
O 1.3542 1.0384 1.2688 -0.198
O 0.1347 -1.3083 -1.6210 -0.300
O 1.0101 0.5313 -2.4153 -0.126
H 0.1688 1.4407 1.5096 -0.185
H -0.9760 -0.7262 -1.9611 -0.194
H -1.7830 0.3106 -1.2089 -0.149
H -1.2312 1.0838 1.0575 -0.221
H 1.0877 0.4691 2.0167 0.016
H 1.7353 0.5687 -1.7916 -0.027
H -2.0151 -0.0052 0.7347 0.023
H -0.8510 -1.7041 2.1071 0.072
H -0.6147 -1.6023 -2.1746 0.025
H 3.0009 -0.5567 0.0231 0.037
H 0.5325 -0.2643 -2.1806 -0.198
H -0.5767 -0.3982 2.8221 0.068
H 1.8488 0.3167 0.4721 -0.227

***

26
Properties=species:S:1:pos:R:3:lowdin_charge:R:1 method="wB97M-V/def2-TZVPD" total_energy_ev=-10947.962 charge=+2 homo_lumo_gap_ev=11.32 e_above_lowest_ev=2.125 lumo_ev=-7.961
N 0.5869 0.2526 -1.6113 -0.025
N 0.5462 0.7601 0.7380 0.099
N -0.5060 -0.5027 -0.9745 -0.058
C 1.3435 -0.6001 -2.6036 0.029
C -0.4648 1.4920 2.8252 0.025
C 0.5853 -1.6353 1.0705 0.029
C 0.5722 1.5152 1.7806 -0.011
C -1.8333 0.1332 -1.2757 0.070
C -0.2482 -0.4442 0.5120 -0.268
H 0.1388 -2.5758 0.7995 0.098
H 0.1486 1.0763 -2.0407 0.159
H 1.4068 2.0677 2.0664 0.145
H -1.1633 0.6546 2.5837 0.097
H 0.6048 -1.7353 2.1471 0.103
H -1.6893 1.1010 -0.8227 0.113
H 1.1049 0.7313 -0.2183 0.161
H -2.7056 -0.4129 -0.9272 0.134
H 0.1462 1.3139 3.7140 0.128
H 1.1009 -1.6701 -2.5479 0.110
H -2.0866 0.2701 -2.2811 0.104
H -0.5080 -1.3847 -1.4285 0.165
H 1.0423 -0.1440 -3.5506 0.114
H 1.6576 -1.4400 0.8330 0.117
H 2.3740 -0.7048 -2.5563 0.078
H -1.1786 -0.5594 1.0890 0.158
H -0.9754 2.4417 2.6793 0.128

***

14
Properties=species:S:1:pos:R:3:lowdin_charge:R:1 method="wB97M-V/def2-TZVPD" total_energy_ev=-8727.614 charge=0 homo_lumo_gap_ev="8.38 / 8.38" e_above_lowest_ev=4.065 lumo_ev="0.575 / 0.575"
N -1.4069 -0.0824 0.2338 -0.057
N 0.1121 -1.0464 -1.2104 -0.012
N 1.1333 -0.5834 -0.6944 0.030
C 3.1582 0.5270 0.2480 -0.075
C 2.1301 -0.0287 -0.4824 -0.058
C -1.1450 -0.8066 -0.8262 -0.290
C -2.7588 0.2761 0.6835 -0.162
H -2.8886 1.3545 0.8852 0.074
H 3.8841 1.2082 -0.3865 0.133
H 2.7012 1.2002 0.9578 0.087
H -1.9328 -1.3195 -1.4933 0.131
H -3.1628 -0.3613 1.4175 0.043
H -3.4117 -0.0077 -0.1408 0.050
H 3.5878 -0.3299 0.8081 0.104